Record 1
Here is C40H55AsFN4O7S5V as an isolated structure at a distorted geometry from the Open Molecules 2025 dataset. Energies are from wB97M-V/def2-TZVPD.

Results
Expectation value of S² = 2.01
Multiplicity = 3
Charge = 0
Strongest force on any atom = 3.7 eV/A
HOMO energy (alpha / beta) = -5.194 / -5.204 eV
Lowest unoccupied orbital energy (alpha / beta) = -0.116 / -0.112 eV

Positions of all 114 atoms, in Å:
V 0.954698 1.338754 2.371649
C 0.731683 3.849958 5.231036
C -0.149440 3.905226 4.011779
N -0.158459 2.989587 3.032225
C -1.105009 3.425716 2.136574
C -1.698425 4.602742 2.595225
N -1.116980 4.816363 3.828029
C -2.684269 5.610403 1.970281
O -2.875327 5.527791 0.620298
O -3.127938 6.479353 2.690605
C -1.089062 2.801810 0.849217
O -1.770623 3.196663 -0.103836
O -0.207689 1.792202 0.827637
H 1.558202 4.598477 5.126645
H 1.183060 2.872728 5.299278
H 0.129900 4.014960 6.141806
H -1.295094 5.648462 4.402172
H -2.375270 4.711278 0.274618
C 4.133932 1.240592 -0.865112
S 2.423917 0.972647 -0.206527
C 1.476095 1.763591 -1.319833
O 2.471269 1.734047 1.199664
H 4.046076 2.169938 -1.427469
H 4.337734 0.395801 -1.556897
H 4.942176 1.162744 -0.079104
H 1.264071 1.359543 -2.321229
H -4.409511 4.546676 -1.813005
H 0.765989 2.502346 -0.970535
F -4.028423 8.784378 -5.994937
C -3.974932 7.666830 -5.163559
C -2.760271 7.001882 -5.074993
C -2.681636 5.810732 -4.371560
C -3.756237 5.459801 -3.553436
C -3.678498 4.321922 -2.580200
C -4.946999 6.254968 -3.518551
C -5.115270 7.273298 -4.460163
H -1.938712 7.325057 -5.711945
H -1.817498 5.173462 -4.510123
H -3.920772 3.358315 -2.959093
H -2.735199 4.209197 -2.039190
H -5.817066 6.042680 -2.837363
H -6.114891 7.790308 -4.485158
O 2.092515 1.268595 4.011618
C 2.884832 0.575739 4.986898
C 1.943803 0.252134 6.165202
C 1.790986 0.842254 7.416294
C 1.039389 -0.041233 8.227384
C 0.528262 -1.136905 7.527941
S 1.113060 -1.189761 5.946214
C 3.644951 -0.772732 4.436617
C 4.429370 -1.544118 5.266587
C 4.844036 -2.767843 4.677301
C 4.480052 -2.835929 3.370604
S 3.373683 -1.617081 2.915136
C 3.939605 1.444320 5.498081
C 4.563954 1.250772 6.707946
C 5.571403 2.170514 6.936674
C 5.639538 3.138461 5.960057
S 4.363677 3.065470 4.804865
H 2.222265 1.813322 7.723838
H 0.784403 0.131456 9.280231
H -0.232016 -1.776765 7.855654
H 4.802259 -1.214623 6.251127
H 5.452044 -3.512549 5.146776
H 4.687267 -3.655941 2.699625
H 4.232627 0.457205 7.410697
H 6.345336 2.086085 7.729912
H 6.357702 3.869092 5.782785
C -0.906011 -3.191836 2.721315
As -1.079053 -1.433141 1.901725
C -2.600173 -0.559072 2.796486
C -1.388989 -1.425377 0.023945
O 0.199200 -0.361552 2.286462
H -1.060340 -4.037784 1.999751
H -1.787234 -3.337822 3.398351
H 0.102551 -3.173626 3.225611
H -2.569037 0.510858 2.487946
H -2.392648 -0.656770 3.876079
H -3.571526 -1.012591 2.571260
H -2.414217 -1.967028 -0.092549
H -0.620882 -2.034341 -0.491473
H -1.435474 -0.415238 -0.382537
C -3.575548 -0.833511 -4.363649
C -3.120750 -2.225031 -4.975580
C -2.301021 -2.228911 -6.292593
C -1.553628 -3.589292 -6.386669
N -0.443854 -3.632381 -5.496324
C -0.197732 -4.602014 -4.594188
S 0.515176 -4.312921 -3.071611
N -0.665606 -5.858464 -4.917023
C -0.310691 -6.668315 -6.049641
C 1.071184 -7.259070 -6.128466
C 1.591471 -8.261891 -5.068801
C 1.939295 -7.827211 -3.611677
H -4.313926 -0.909320 -3.572304
H -3.982188 -0.142298 -5.145171
H -2.734291 -0.352848 -3.846208
H -4.041210 -2.851760 -5.195684
H -2.585528 -2.784761 -4.151001
H -1.608534 -1.348864 -6.280425
H -3.007382 -2.168423 -7.148386
H -1.204453 -3.745619 -7.423286
H -2.281377 -4.457390 -6.250659
H -0.173807 -2.731426 -5.134238
H -0.562636 -6.377671 -4.055289
H -0.345114 -6.057548 -6.969806
H -1.070945 -7.480608 -6.171341
H 1.830613 -6.461996 -6.277991
H 1.130527 -7.736448 -7.109229
H 2.555999 -8.611294 -5.398540
H 0.841570 -9.023792 -5.089997
H 2.421599 -8.655343 -3.084258
H 1.099417 -7.570708 -2.975320
H 2.642919 -6.940775 -3.508044

Forces on the atoms, in the same order (eV/Å):
2.325 0.931 1.146
-0.118 0.824 -0.250
0.393 -1.417 1.105
-0.384 1.461 0.759
-0.345 2.278 1.285
-0.310 -0.854 -1.096
-0.034 0.821 -0.532
0.801 0.028 -0.362
0.588 -0.537 2.142
0.108 -0.719 -0.832
1.701 -2.772 -1.547
0.288 -0.130 0.515
-3.157 1.884 -0.148
-0.737 -0.514 0.292
0.139 -0.276 -0.151
0.345 0.208 -0.367
0.096 -0.630 -0.386
-0.561 0.313 0.080
0.754 -0.703 0.720
0.665 -1.001 -0.664
-0.485 1.061 -0.687
-0.855 -0.182 -0.708
0.353 0.087 0.236
-0.421 0.470 0.233
-0.927 0.427 -0.624
0.420 -0.382 0.808
-0.215 -0.195 0.315
0.466 -0.154 -0.060
-0.097 -1.112 0.812
-0.238 0.852 -0.413
-0.327 0.001 -1.111
-0.900 0.394 0.151
-0.730 0.298 0.763
0.168 0.591 0.976
0.301 -0.656 -0.761
-0.370 0.690 0.721
-0.178 0.073 0.192
0.055 0.050 0.441
-0.241 -0.813 -0.693
0.081 0.210 -0.434
1.234 -0.079 -0.719
1.448 -0.306 -0.300
0.197 -0.861 -0.143
-1.474 -0.162 -1.989
1.297 0.432 -0.648
0.182 -0.732 -0.813
-1.427 -0.488 0.089
0.909 1.670 0.839
-0.635 -0.339 0.330
-1.111 0.439 0.990
0.156 0.468 0.082
0.285 0.766 -0.538
-0.738 -0.963 0.042
0.459 1.200 0.765
0.504 2.237 0.912
-1.069 -1.104 -0.617
2.272 1.514 0.162
-1.241 -0.800 0.554
0.321 -2.888 0.667
-0.200 -0.960 -0.229
0.073 0.034 -0.538
-0.654 -1.007 0.554
-0.543 -0.269 -0.660
0.303 -0.150 0.229
-0.028 0.069 -0.091
0.680 0.637 -0.736
-0.801 0.143 -0.581
1.131 1.201 0.241
-0.156 -0.500 -0.051
-0.349 1.936 0.557
0.559 0.078 -0.105
-1.398 -1.822 -0.525
-0.787 -2.330 0.300
0.765 0.966 0.308
1.069 0.535 -0.100
-1.200 -0.380 -0.384
-0.072 -0.789 0.233
-0.102 0.183 -0.430
0.273 0.079 -0.080
1.702 0.945 0.005
-0.374 0.417 0.212
0.141 0.034 0.251
0.674 -0.214 -1.050
-1.310 -0.324 0.997
-0.207 -0.147 0.848
-1.419 -0.412 -1.979
0.640 0.087 1.220
-0.079 -0.161 0.315
-0.456 0.029 -1.007
0.285 -0.028 1.698
-0.547 -0.086 -1.784
2.048 0.499 0.312
0.127 1.460 0.483
0.281 0.919 0.137
-0.355 -0.468 -0.115
0.401 -0.547 0.618
0.053 0.047 -0.499
0.883 0.683 0.388
-0.320 0.551 -0.922
-0.332 -0.789 -0.366
0.619 0.245 0.428
-0.028 0.236 0.209
0.926 1.112 0.390
0.216 0.119 -0.060
-0.129 -0.315 -0.043
-0.516 -0.090 0.376
0.430 0.659 0.236
-0.444 0.008 0.468
-0.222 -0.419 0.053
0.055 -0.600 -0.698
-0.128 -1.081 0.401
0.053 -0.066 -0.270
-0.409 0.139 -0.108
-0.807 -1.006 -0.584


Record 2
Here is C40H56AsBrN3P2RuSi2 as an isolated structure from the Open Molecules 2025 dataset. Energies are from wB97M-V/def2-TZVPD.

Results
Expectation value of S² = 0.78
Multiplicity = 2
Charge = +2
Strongest force on any atom = 0.8 eV/A
HOMO energy (alpha / beta) = -11.756 / -12.736 eV
Lowest unoccupied orbital energy (alpha / beta) = -5.293 / -6.038 eV

Positions of all 106 atoms, in Å:
Ru 0.241555 -0.531782 1.108186
C -0.284848 1.686297 3.838611
C -0.818463 0.325255 4.340768
P 0.111724 -0.942620 3.396168
C 1.731872 -0.736783 4.239596
C 2.902497 -0.431335 3.537159
C 4.104127 -0.240674 4.204405
C 4.153766 -0.342730 5.585850
C 2.997690 -0.636032 6.296389
C 1.797953 -0.830424 5.631137
C -0.523757 -2.570443 3.890374
C -1.818789 -2.883491 3.461948
C -2.380287 -4.113057 3.762986
C -1.645229 -5.051854 4.478826
C -0.354349 -4.756598 4.889662
C 0.208966 -3.519799 4.599332
P 0.177720 1.583742 2.051474
C 1.198457 3.036400 1.748676
C 2.575035 2.827858 1.678753
C 3.440479 3.904624 1.554334
C 2.933052 5.195011 1.503455
C 1.563928 5.411936 1.603339
C 0.698164 4.338640 1.737230
C -1.394018 1.768863 1.170536
C -1.552351 2.715406 0.152046
C -2.752163 2.815390 -0.527560
C -3.796117 1.938860 -0.245016
C -3.640034 0.966966 0.728832
C -2.448869 0.884397 1.442705
H 0.605603 1.996048 4.386031
H -1.032546 2.473603 3.948063
H -1.891087 0.204661 4.196778
H -0.630944 0.205515 5.405930
H 2.864174 -0.308004 2.461285
H 4.999738 -0.003256 3.645272
H 5.087747 -0.190021 6.109227
H 3.030582 -0.715412 7.374837
H 0.914807 -1.074957 6.209628
H -2.391443 -2.156966 2.892527
H -3.388268 -4.341314 3.442941
H -2.081467 -6.013025 4.714908
H 0.218248 -5.487816 5.444477
H 1.215945 -3.300567 4.931027
H 2.967490 1.819113 1.728336
H 4.508121 3.737415 1.501278
H 3.605054 6.036467 1.399625
H 1.170829 6.419520 1.588611
H -0.363587 4.524383 1.848153
H -0.741283 3.383311 -0.101834
H -2.874982 3.583730 -1.280805
H -4.733072 2.021664 -0.781156
H -4.451320 0.287674 0.956033
H -2.362676 0.148316 2.227675
N 1.483145 -2.243090 1.472919
C 2.196112 -3.033456 0.434879
C 1.168015 -3.768767 -0.401761
C 0.249373 -2.779973 -1.076014
N -0.643781 -2.073425 -0.114426
H 2.161337 -1.994433 2.188022
H 0.836125 -2.882060 1.934767
H 2.863466 -3.743308 0.925453
H 2.797190 -2.353848 -0.168984
H 0.604091 -4.464956 0.231891
H 1.660472 -4.379964 -1.157275
H -0.349744 -3.247443 -1.856270
H 0.854936 -2.015102 -1.555474
H -1.155395 -2.746085 0.454696
H -1.359668 -1.617418 -0.680673
Br 1.079992 4.250587 -3.518228
C 0.914845 2.610739 -2.604370
C 2.028773 2.078121 -1.925094
C 1.808265 0.990586 -1.093190
N 0.652549 0.352212 -0.958740
C -0.371152 0.677989 -1.877931
C -0.273575 1.956300 -2.568507
H 2.996019 2.556440 -1.956650
H 2.612435 0.654451 -0.447460
H -1.363464 0.488828 -1.466017
H -1.154392 2.343825 -3.061009
C -3.397326 1.366135 -4.125141
Si -2.812737 -0.409801 -4.005947
C -3.173014 -1.347332 -5.581132
C -3.633862 -1.230257 -2.523999
As -0.493999 -0.687368 -3.585918
Si 0.586645 0.259193 -5.506782
C 0.563875 -1.230467 -6.637997
C 2.346464 0.732784 -5.084113
C -0.351197 1.681461 -6.274331
H -4.412567 1.369716 -4.532803
H -2.778688 1.973289 -4.785588
H -3.439445 1.845943 -3.144496
H -4.236787 -1.594375 -5.627998
H -2.614926 -2.282189 -5.647785
H -2.938201 -0.744206 -6.460438
H -4.713544 -1.312690 -2.674469
H -3.483078 -0.647600 -1.609336
H -3.250110 -2.242163 -2.369902
H 1.072047 -2.089340 -6.197295
H 1.084771 -0.979439 -7.566450
H -0.451399 -1.531127 -6.902010
H 2.746292 0.162152 -4.244902
H 2.439131 1.795371 -4.858090
H 2.977829 0.528465 -5.953074
H -1.343671 1.371710 -6.606412
H 0.196784 2.029332 -7.155169
H -0.458627 2.533948 -5.602024

Forces on the atoms, in the same order (eV/Å):
-0.691 0.187 0.085
-0.362 -0.152 -0.116
0.141 0.230 -0.162
-0.369 0.145 0.104
0.118 -0.123 -0.230
-0.135 0.049 0.180
0.015 0.020 -0.024
-0.020 0.004 -0.014
0.011 0.007 0.042
-0.005 -0.110 0.001
-0.025 0.044 0.055
0.028 -0.028 -0.009
0.004 0.013 -0.008
0.016 0.019 -0.001
-0.003 -0.031 -0.003
-0.006 -0.003 -0.031
0.755 0.174 0.319
0.031 -0.032 0.151
0.009 0.049 -0.104
-0.012 -0.011 -0.012
-0.015 -0.002 0.007
0.018 -0.008 -0.010
-0.025 0.039 0.087
-0.001 -0.208 -0.223
-0.106 0.037 0.006
-0.008 0.013 0.037
-0.016 0.022 0.005
-0.006 0.004 -0.028
0.025 0.011 -0.067
0.050 -0.100 0.001
0.044 0.032 0.060
0.001 0.075 -0.091
-0.011 -0.023 0.005
0.033 0.097 -0.013
-0.003 -0.001 -0.002
0.002 -0.005 0.000
-0.007 0.003 -0.005
0.002 0.000 -0.008
-0.011 -0.003 0.009
0.000 -0.002 0.006
0.002 0.001 -0.001
-0.003 -0.001 -0.004
-0.009 -0.002 0.006
0.003 0.023 -0.028
-0.001 0.006 -0.004
-0.001 -0.004 0.005
0.008 0.001 -0.004
0.011 -0.007 -0.017
0.004 -0.008 -0.001
-0.012 -0.010 -0.005
0.001 0.005 0.010
-0.001 -0.001 -0.004
-0.019 0.021 0.005
0.724 0.274 -0.059
-0.143 -0.120 -0.050
0.034 0.054 0.131
-0.062 -0.095 -0.025
-0.276 -0.202 -0.064
0.051 -0.156 -0.027
0.098 -0.111 0.001
0.045 0.044 0.039
-0.031 0.011 -0.045
0.015 0.000 -0.007
0.054 0.050 -0.025
-0.031 -0.090 0.057
-0.053 -0.007 -0.074
0.041 -0.113 -0.100
-0.007 0.069 0.122
-0.010 -0.065 0.032
0.328 0.105 0.003
-0.200 0.069 -0.092
0.072 -0.119 0.024
0.079 -0.151 0.320
-0.073 0.254 -0.114
-0.137 -0.208 0.022
-0.001 -0.004 -0.021
-0.018 0.018 0.004
0.022 -0.041 -0.035
0.022 0.000 -0.013
-0.057 -0.051 0.026
-0.004 -0.054 -0.022
-0.014 0.043 0.032
0.012 0.020 -0.031
0.051 0.097 0.040
-0.088 0.011 -0.003
-0.007 0.061 -0.001
-0.007 -0.003 -0.018
0.069 -0.032 -0.016
0.005 0.017 0.026
0.002 -0.009 -0.022
0.021 -0.008 -0.021
0.008 0.028 -0.003
-0.001 -0.009 0.012
0.025 -0.021 0.000
0.007 0.026 -0.006
0.018 -0.033 -0.011
-0.004 0.002 -0.012
0.003 0.007 0.019
-0.021 0.002 0.009
0.004 -0.007 0.005
0.002 -0.013 -0.009
-0.008 0.002 0.029
-0.018 0.010 0.003
0.005 -0.002 -0.011
-0.021 -0.003 0.007
0.022 -0.005 0.017


| no. | molecular weight (g mol⁻¹) |
| --- | --- |
| 1 | 1009.10 |
| 2 | 952.93 |